Here is a structure of composition C26H20AuN4O4 at a distorted geometry from the OMol25 dataset. Energies are from ωB97M-V/def2-TZVPD.

Structure (ORCA input):
```
! RIJCOSX wB97M-V def2-TZVPD def2/J DEFGRID3
* xyz 1 1
Au 0.344 -1.178 -0.928
O 3.732 -1.609 5.484
N 4.237 -0.731 4.824
O 5.162 -0.041 5.189
C 3.736 -0.628 3.458
C 4.618 -0.428 2.467
C 4.190 -0.543 1.110
C 5.081 -0.432 0.032
C 4.637 -0.564 -1.244
C 3.274 -0.811 -1.465
N 2.412 -0.977 -0.451
C 2.841 -0.823 0.833
C 1.875 -0.976 1.905
N 0.580 -1.223 1.561
C -0.307 -1.231 2.537
C 0.067 -0.951 3.893
C 1.369 -0.767 4.258
C 2.329 -0.823 3.230
H 5.690 -0.348 2.730
H 6.098 -0.199 0.315
H 5.339 -0.571 -2.081
H 2.898 -0.931 -2.491
H -1.309 -1.507 2.298
H -0.720 -0.944 4.647
H 1.583 -0.755 5.293
C -4.435 1.193 -0.687
O -3.090 1.396 -1.151
C -2.084 1.431 -0.271
C -2.284 1.466 1.103
C -1.229 1.717 1.967
C 0.066 1.866 1.458
C 0.267 1.773 0.093
C -0.798 1.566 -0.785
N -0.558 1.621 -2.182
C -1.127 1.067 -3.256
C -2.052 0.039 -3.495
C -2.796 0.197 -4.710
C -3.934 -0.516 -4.994
C -4.342 -1.422 -4.003
C -3.596 -1.686 -2.884
C -2.380 -1.013 -2.594
O -1.637 -1.403 -1.627
H -5.089 1.107 -1.570
H -4.745 2.035 -0.074
H -4.539 0.262 -0.125
H -3.293 1.367 1.504
H -1.344 1.805 3.059
H 0.882 1.974 2.162
H 1.276 1.917 -0.275
H 0.097 2.354 -2.399
H -0.756 1.532 -4.164
H -2.489 0.989 -5.418
H -4.606 -0.291 -5.818
H -5.251 -1.986 -4.134
H -3.891 -2.370 -2.131
*
```

Properties
highest occupied orbital energy: -10.776 eV
total energy: -45120.1510 eV
orbital gap: 7.16 eV